1.
{
  "formula": "C23H38Br2F2N2O6",
  "method": "the ωB97M-V functional and the def2-TZVPD basis",
  "species": ["Br", "Br", "F", "F", "O", "O", "O", "O", "O", "O", "N", "N", "C", "C", "C", "C", "C", "C", "C", "C", "C", "C", "C", "C", "C", "C", "C", "C", "C", "C", "C", "C", "C", "C", "C", "H", "H", "H", "H", "H", "H", "H", "H", "H", "H", "H", "H", "H", "H", "H", "H", "H", "H", "H", "H", "H", "H", "H", "H", "H", "H", "H", "H", "H", "H", "H", "H", "H", "H", "H", "H", "H", "H"],
  "positions_angstrom": [[6.318682, -3.875783, 1.602704], [7.537359, -3.509256, 5.992151], [2.614257, -2.348888, 4.207392], [4.710861, -8.296842, 4.293253], [2.301629, 0.395349, 1.262719], [-2.088055, 1.762488, 0.651220], [1.919986, -4.699026, 5.112399], [-2.540018, 3.848188, -4.844618], [6.766700, -6.594426, 4.588597], [-6.997091, 5.022345, -5.261457], [-5.277909, 2.700840, -5.827515], [-0.407596, -0.579795, 0.039346], [5.406232, -4.655389, 4.505144], [4.494476, -1.801693, 5.542692], [4.454673, -7.003073, 4.423912], [-2.112474, 2.341513, -0.634991], [-7.399600, 3.668744, -5.097442], [3.958891, -2.642294, 4.390539], [7.189170, -3.425732, 3.226446], [8.452916, -2.635289, 3.075497], [-2.539201, 0.414686, 0.700568], [-4.036335, 2.005631, -5.515608], [-6.219834, 2.800175, -4.724890], [-7.138632, 5.522313, -6.573741], [1.558029, 1.557969, 1.566621], [0.787614, -1.340228, 0.382011], [-3.307104, 5.002182, -4.564802], [5.659327, -6.134450, 4.534732], [-3.122466, 2.618051, -4.461676], [-1.413642, -0.517014, 1.087316], [1.650211, -0.833893, 1.530233], [2.998105, -5.074256, 4.730116], [4.169722, -4.137521, 4.547721], [6.644900, -3.844619, 4.364253], [3.224892, -6.519476, 4.495204], [-1.390172, 1.875721, -1.315103], [-8.166421, 5.411158, -6.934189], [-3.333584, 0.350253, 1.449222], [3.983023, -0.836700, 5.506796], [8.285312, -1.591819, 3.362540], [1.089888, -0.763765, 2.469410], [-3.462316, 1.916003, -6.440836], [2.354564, -7.166520, 4.479300], [-3.631371, 2.732941, -3.495939], [-1.825752, -1.519610, 1.239227], [-2.290990, 1.925597, -4.304895], [5.564729, -1.618753, 5.433390], [-7.865048, 3.299996, -6.016680], [4.447911, -2.358857, 3.451632], [4.314595, -2.276551, 6.509159], [-5.776561, 3.217199, -3.808846], [-6.468848, 5.024591, -7.284011], [-5.065165, 3.631289, -6.165699], [-3.982941, 5.264697, -5.384126], [-8.142176, 3.629466, -4.295668], [9.231286, -3.043988, 3.726109], [1.416087, -1.392248, -0.510540], [-1.857132, 3.393704, -0.521685], [-2.612447, 5.828981, -4.418623], [-1.015733, -0.177313, 2.054121], [2.268679, 2.347705, 1.810372], [-4.285796, 0.987882, -5.196412], [0.482625, -2.365659, 0.617715], [-2.954586, 0.121997, -0.269017], [-0.141069, 0.362233, -0.219371], [-6.892237, 6.582028, -6.541097], [0.900618, 1.397961, 2.426549], [2.444070, -1.566055, 1.694166], [-6.585611, 1.797112, -4.483240], [-3.901337, 4.875915, -3.654528], [8.805345, -2.653915, 2.046320], [0.947982, 1.897727, 0.724025], [-3.108094, 2.268066, -1.085592]],
  "forces_ev_per_a": [[-0.11, 0.01, -0.02], [0.17, -0.01, 0.23], [0.04, -0.07, 0.03], [-0.03, 0.00, 0.01], [-0.01, 0.04, -0.04], [0.08, 0.00, 0.00], [-0.19, 0.12, 0.05], [-0.02, 0.04, -0.04], [0.29, -0.13, 0.01], [0.10, 0.00, -0.01], [0.01, 0.12, 0.04], [0.01, 0.11, 0.04], [0.12, 0.00, -0.13], [-0.09, 0.09, -0.05], [0.06, 0.05, 0.09], [-0.02, 0.03, 0.00], [-0.08, -0.02, -0.03], [0.04, 0.02, -0.05], [0.03, -0.04, 0.12], [0.07, 0.00, 0.09], [-0.08, -0.02, -0.04], [-0.04, -0.03, -0.08], [0.06, 0.00, 0.00], [-0.05, 0.03, 0.00], [0.05, 0.01, 0.02], [-0.03, -0.03, -0.08], [0.05, 0.02, 0.01], [-0.32, 0.27, -0.14], [0.06, -0.09, 0.08], [0.06, 0.00, 0.00], [0.06, -0.07, 0.04], [0.24, -0.09, 0.09], [0.12, -0.01, -0.06], [-0.18, -0.06, -0.26], [-0.09, -0.16, -0.02], [-0.03, -0.03, -0.01], [0.00, 0.01, -0.01], [-0.01, 0.03, -0.01], [0.05, -0.10, 0.04], [0.01, -0.10, -0.01], [-0.03, 0.01, -0.03], [-0.01, -0.01, 0.00], [0.05, 0.11, 0.00], [-0.04, 0.01, -0.04], [0.02, -0.01, 0.01], [0.01, 0.02, 0.01], [-0.16, -0.07, 0.03], [0.02, -0.04, 0.01], [0.04, 0.06, 0.07], [-0.04, 0.08, -0.08], [-0.02, -0.02, 0.02], [-0.01, -0.03, 0.01], [0.00, -0.02, 0.00], [-0.03, -0.02, 0.03], [-0.01, 0.03, -0.01], [-0.10, 0.07, -0.07], [-0.01, -0.01, 0.00], [0.00, 0.00, 0.01], [0.00, 0.00, 0.00], [-0.02, -0.02, 0.01], [0.00, 0.00, 0.00], [0.00, 0.00, 0.01], [0.00, 0.00, 0.01], [0.02, -0.04, 0.01], [0.01, -0.02, 0.01], [0.01, 0.00, 0.00], [-0.01, 0.01, 0.01], [0.00, 0.01, 0.01], [0.02, -0.01, 0.01], [-0.01, 0.01, 0.01], [-0.04, -0.02, 0.06], [-0.03, -0.02, 0.02], [0.00, 0.01, -0.01]],
  "lumo_energy_ev": -1.63,
  "energy_ev": -185247.9872,
  "smiles": "C/C(Br)=C(\\Br)C1=C([C@H](C)F)C(=O)C=C(F)C1=O.COCCNCCOC.COCCNCCOC",
  "total_charge": 0
}

2.
{
  "formula": "C34H65I3NbO3",
  "method": "the ωB97M-V functional and the def2-TZVPD basis",
  "species": ["I", "I", "I", "Nb", "O", "O", "O", "C", "C", "C", "C", "C", "C", "C", "C", "C", "C", "C", "C", "C", "C", "C", "C", "C", "C", "C", "C", "C", "C", "C", "C", "C", "C", "C", "C", "C", "C", "C", "C", "C", "C", "H", "H", "H", "H", "H", "H", "H", "H", "H", "H", "H", "H", "H", "H", "H", "H", "H", "H", "H", "H", "H", "H", "H", "H", "H", "H", "H", "H", "H", "H", "H", "H", "H", "H", "H", "H", "H", "H", "H", "H", "H", "H", "H", "H", "H", "H", "H", "H", "H", "H", "H", "H", "H", "H", "H", "H", "H", "H", "H", "H", "H", "H", "H", "H", "H"],
  "positions_angstrom": [[-7.033936, -2.288754, -0.328918], [-7.291941, -0.963938, -4.029772], [-5.107965, 1.038210, 0.836663], [-4.731960, -0.916614, -1.240927], [-1.887766, 0.745022, 2.117577], [-0.600948, -0.976575, 0.874597], [0.920225, -0.208167, -3.655473], [1.426368, 1.126636, -3.269710], [3.399878, 3.315652, 0.874053], [4.289516, -1.443552, 6.473371], [-3.501234, -2.187598, 0.174480], [-2.805194, 3.963561, -7.281929], [-7.225950, 1.223961, -1.882648], [2.337095, 0.172543, 2.666499], [-2.319681, 1.403754, -5.986017], [3.955895, -2.894421, 6.783478], [3.515685, 4.692802, 1.508510], [-0.762712, -4.263571, -2.950613], [7.488640, 0.309548, 7.429273], [1.977607, 2.750425, 0.914719], [-3.311754, -3.535545, -2.812553], [0.811530, -3.769116, -3.110017], [6.834443, -1.808239, 6.172922], [-1.834240, -0.465370, 1.560792], [5.521315, -1.285941, 5.577927], [-2.792442, 0.985098, -3.200913], [-4.515998, -2.445587, -2.953117], [2.225151, 1.587440, 3.214285], [-6.089304, 0.287048, -2.614123], [-2.833343, 0.199374, -1.782684], [-2.810842, 2.978462, -5.957610], [-3.071813, -1.592159, 1.618531], [7.238905, -1.188870, 7.512422], [-3.248755, 2.595611, -3.149615], [1.161705, -2.400065, -2.253700], [1.854133, -1.279568, -3.275989], [1.405262, 2.518122, 2.318136], [-3.290422, 3.567076, -4.468390], [-2.328303, 0.434253, -4.666342], [-1.848947, -3.089041, -3.395179], [-6.743482, 2.826246, -1.868310], [2.260737, 1.541583, -4.005559], [4.760700, -3.385161, 7.338457], [6.480143, -1.392806, 8.275517], [-2.543672, -2.508898, 2.182028], [4.102287, 2.628328, 1.357751], [7.636479, -1.634047, 5.444683], [-7.614487, 0.842121, -0.854693], [3.776291, -3.458517, 5.862947], [5.340201, -1.808308, 4.630184], [3.049459, -2.949678, 7.395889], [-6.729607, 3.130497, -3.022224], [-1.495409, -2.011984, -3.139537], [-8.189802, 1.247582, -2.589661], [2.855277, 0.151940, 1.703302], [-1.950480, 0.983841, -7.016549], [7.805483, 0.693390, 8.405021], [8.158996, -1.675784, 7.856821], [6.585955, 0.854073, 7.137148], [3.714714, 3.388188, -0.174695], [2.354308, -1.812225, -4.201933], [0.519410, 1.867136, -3.362859], [-3.641522, -4.422810, -3.550005], [-3.659380, 4.676829, -4.356087], [6.772021, -2.895957, 6.294447], [2.005703, -2.685812, -1.468186], [-2.486725, -2.506387, -0.369865], [-2.001471, -0.680343, -4.785814], [3.261470, 4.671143, 2.572205], [-3.574360, 3.642889, -8.113886], [5.633860, -0.227374, 5.319579], [3.429772, -0.990103, 5.963980], [1.745416, 1.541671, 4.199182], [0.392314, 2.109371, 2.214238], [1.851591, 1.189014, -2.179499], [-1.931864, -0.562461, -1.597796], [-7.532025, 3.530818, -1.362055], [4.418823, -0.888534, 7.408782], [4.542965, 5.062556, 1.420745], [1.146474, -3.633518, -4.238376], [2.904327, -0.456536, 3.360987], [0.243880, -1.969686, -1.656630], [1.308397, 3.434669, 0.378197], [-3.264279, -4.100055, -1.761777], [-3.560804, 3.069067, -2.119828], [-1.007027, -4.720982, -1.894954], [1.490484, -4.629835, -2.653746], [-0.253960, -0.299904, 0.225438], [1.346515, -0.274384, 2.535988], [-5.508333, -3.108521, -2.870721], [-3.936391, -1.286754, 2.347757], [2.749842, -0.763931, -2.678900], [-1.911033, -3.146296, -4.584400], [-4.397485, -1.945302, -4.018003], [-5.644456, 2.967545, -1.489295], [-2.657591, 1.029980, -0.941194], [-0.913500, -5.138772, -3.735975], [3.227230, 1.997211, 3.380256], [-2.875242, 5.114086, -7.003745], [1.288031, 3.481637, 2.827736], [1.957726, 1.810298, 0.352813], [-4.083855, -3.208906, 0.339766], [2.855369, 5.408809, 1.009351], [-1.726824, 3.836492, -7.776933], [-5.533022, 1.026091, -3.363875], [8.277540, 0.533563, 6.704374]],
  "forces_ev_per_a": [[0.22, 0.14, 0.10], [0.31, 0.47, 0.13], [-0.03, -0.14, -0.37], [0.11, -0.42, -0.67], [0.84, -7.58, -3.68], [-2.65, 1.69, 0.52], [1.96, 0.34, 1.02], [-0.34, 1.10, -0.48], [-0.12, -0.04, -0.18], [-0.02, 0.05, -0.19], [1.17, -1.39, 0.66], [1.43, -0.69, 0.16], [-1.23, 1.33, -1.02], [0.06, -0.15, 0.10], [-1.30, 1.95, 2.89], [-0.15, -0.06, 0.18], [0.21, 0.09, 0.07], [0.22, 0.17, -1.40], [-0.02, 0.13, 0.20], [0.02, -0.07, 0.05], [-0.32, -1.34, -1.14], [-0.08, -0.54, 1.04], [-0.06, -0.16, 0.02], [-0.53, 4.38, 1.96], [0.02, 0.13, 0.02], [0.25, 2.84, -2.96], [0.51, -1.19, -0.16], [-0.10, 0.04, -0.01], [-1.19, 2.31, -0.52], [1.91, 1.33, -0.22], [-0.16, -2.05, 3.65], [1.96, -1.36, 1.11], [0.09, -0.07, -0.10], [0.91, -0.90, -3.50], [1.04, -0.26, -0.67], [0.92, 0.26, 1.56], [-0.12, 0.09, 0.03], [1.31, -4.22, -0.23], [-1.23, 3.56, 0.52], [0.03, -1.23, -0.26], [-0.05, -0.58, -1.44], [-1.56, -1.12, 1.39], [-0.07, 0.00, -0.06], [0.02, -0.03, -0.08], [-0.84, 1.95, -1.03], [-0.07, -0.01, -0.02], [-0.05, 0.00, 0.07], [1.09, 0.63, -1.82], [0.04, 0.02, 0.09], [-0.01, 0.05, 0.08], [0.12, -0.08, -0.09], [0.03, -0.55, 2.39], [-0.68, -1.98, -0.10], [2.03, -0.06, 1.59], [-0.05, -0.03, 0.04], [-0.80, 0.77, 2.28], [-0.02, 0.04, -0.16], [-0.11, -0.01, -0.01], [0.11, -0.03, 0.00], [-0.01, -0.06, 0.10], [-1.29, 1.06, 1.62], [1.66, -1.59, 0.22], [0.76, 1.73, 1.53], [0.85, -2.45, -0.26], [-0.01, 0.08, -0.03], [-1.84, 0.67, -1.56], [-1.99, 0.70, 1.09], [-0.64, 2.44, 0.23], [-0.01, 0.03, -0.10], [1.33, 0.73, 1.92], [0.01, -0.06, -0.01], [0.13, 0.01, 0.08], [0.04, 0.06, -0.09], [0.11, 0.02, 0.04], [-0.86, -0.42, -1.92], [-1.81, 1.53, -0.89], [1.68, -1.46, -0.65], [0.03, 0.01, -0.07], [-0.13, 0.04, 0.04], [-1.00, -0.26, 2.31], [-0.04, -0.02, -0.11], [1.79, -0.77, -1.38], [0.06, -0.06, 0.03], [0.07, 1.66, -2.10], [0.70, -1.15, -2.23], [0.65, 1.20, -1.93], [-1.38, 1.68, -1.10], [-0.69, -0.56, 1.33], [0.12, 0.05, -0.05], [2.05, 1.78, -0.47], [1.78, -0.04, -1.82], [-1.78, -1.15, -1.24], [0.09, 0.28, 2.48], [-0.50, -0.97, 2.12], [-2.38, -0.22, -0.38], [-0.50, -1.71, -1.85], [0.28, 1.62, 1.72], [-0.01, 0.04, 0.00], [-0.18, -2.61, -0.43], [0.01, -0.04, -0.06], [-0.02, 0.01, 0.02], [1.25, 2.06, -0.10], [0.02, -0.05, 0.09], [-2.29, 0.26, 1.00], [-1.00, -1.67, 1.47], [-0.09, 0.02, 0.03]],
  "lumo_energy_ev": 1.19,
  "energy_ev": -68293.2727,
  "total_charge": -1
}